--- i ---
ORCA calculation (ωB97M-V/def2-TZVPD) on a gas-phase ion, CH2NO2 (charge -1).

Values from the calculation:
Orbital gap: 8.35 eV
SMILES: NC(=O)[O-]
Net charge: -1
HOMO level: -0.1312 hartree

Geometry (Å):
N -0.88898 0.07741 0.07771
C 0.55745 -0.11573 0.22766
O 1.10471 -1.24212 0.22847
O 1.19003 1.04097 0.33491
H -1.05867 -0.75890 -0.42868
H -0.90453 0.99837 -0.44008


--- ii ---
ORCA calculation (ωB97M-V/def2-TZVPD) on 2 unconnected molecules or ions with the total composition CH2NO2.

Values from the calculation:
Orbital gap: 8.55 eV
Net charge: -1
HOMO level: -0.1463 hartree

Geometry (Å):
N -0.55222 0.57619 -0.29489
C -0.40012 -0.40383 -0.95782
O 0.69947 1.02558 2.07188
O -0.12025 -1.45623 -1.49633
H 0.10027 0.48498 1.50594
H 1.36148 1.29561 1.43574


--- iii ---
ORCA calculation (ωB97M-V/def2-TZVPD) on 2 unconnected molecules or ions with the total composition CH2NO2.

Values from the calculation:
Orbital gap: 8.33 eV
Net charge: -1
HOMO level: -0.1403 hartree

Geometry (Å):
N 0.29829 -0.19273 -0.04423
C 0.41225 -0.29036 -1.20392
O -0.79142 0.48760 2.82609
O 0.39217 -0.11181 -2.41324
H -1.13673 -0.38019 3.05471
H -0.21357 0.26611 2.07138


--- iv ---
ORCA calculation (ωB97M-V/def2-TZVPD) on 2 unconnected molecules or ions with the total composition CH2NO2.

Values from the calculation:
Orbital gap (alpha / beta): 7.93 / 7.93 eV
Net charge: -1
HOMO level (alpha / beta): -0.1256 / -0.1251 hartree

Geometry (Å):
C -0.33518 0.09817 -0.03253
N -1.56675 0.43140 -0.04991
O -2.70635 -1.27816 0.02454
O -2.04741 1.60284 0.04446
H 0.42490 0.98480 0.07781
H 0.07092 -0.95489 -0.27365


Comparing the structures above, ii comes out on top by 8.5 kJ/mol.